Entry from the Open Molecules 2025 dataset: C28H23F3N4O2RhS as an isolated structure (ωB97M-V/def2-TZVPD).

Values from the calculation:
Orbital gap ... 6.7 eV
Charge ... +1
Lowest unoccupied orbital energy ... -4.16 eV

Geometry as XYZ:
```
62
C28H23F3N4O2RhS ωB97M-V/def2-TZVPD
Rh -0.0954 -0.1660 0.2085
O -1.5179 -1.4345 3.7444
C -1.2427 -1.2815 2.5739
O -0.2813 -0.5115 2.1544
C -2.0712 -1.9843 1.5083
C -3.1729 -2.7496 1.9239
C -3.9393 -3.3550 0.9725
C -3.5668 -3.2663 -0.3871
C -4.2819 -3.9296 -1.4131
C -3.8370 -3.8917 -2.7015
C -2.6421 -3.2077 -3.0147
C -1.9448 -2.5388 -2.0500
C -2.4105 -2.5234 -0.7160
N -1.7191 -1.8357 0.2448
H -3.3757 -2.8229 2.9818
H -4.8168 -3.9289 1.2443
H -5.1757 -4.4816 -1.1514
H -4.3807 -4.4046 -3.4828
H -2.2659 -3.2314 -4.0293
H -1.0058 -2.0589 -2.2852
C -2.9292 1.8231 3.0515
N -1.5073 2.0759 3.1646
C -0.8403 2.0406 4.4760
C 0.6398 2.2804 4.1209
N 0.6135 2.2337 2.6586
C -0.6102 2.0669 2.2011
S -0.9519 1.8768 0.4871
H -3.4690 2.5347 3.6746
H -3.1526 0.8097 3.3913
H -3.2398 1.9451 2.0182
H -1.0021 1.0519 4.9091
H -1.2526 2.8031 5.1338
H 1.2831 1.4991 4.5200
H 0.9992 3.2523 4.4565
H 1.4194 2.1151 2.0580
F 0.4651 -0.9166 -6.5738
C -0.0053 0.2473 -6.1031
F 0.7864 1.2245 -6.5615
F -1.2306 0.4330 -6.6036
C -0.0159 0.2384 -4.5911
C 1.1416 -0.0994 -3.9077
C 1.1203 -0.1068 -2.5280
N 0.0118 0.1884 -1.8321
C -1.0968 0.5297 -2.4988
C -1.1518 0.5742 -3.8784
H 2.0518 -0.3546 -4.4323
H 1.9969 -0.3457 -1.9424
H -1.9687 0.7680 -1.9033
H -2.0707 0.8489 -4.3748
C 1.6648 0.5452 0.4046
C 2.8254 0.8729 0.5268
C 4.1999 1.2535 0.7080
C 5.0495 1.4022 -0.3885
C 6.3706 1.7735 -0.2026
C 6.8577 2.0018 1.0769
C 6.0192 1.8545 2.1734
C 4.6987 1.4803 1.9926
H 4.6690 1.2263 -1.3863
H 7.0223 1.8869 -1.0585
H 7.8901 2.2913 1.2198
H 6.3975 2.0270 3.1721
H 4.0445 1.3508 2.8457
```

Listed below, in e, are the natural (NBO) charges computed for each atom: number 1, Rh, carries 0.843; number 2, O, carries -0.601; number 3, C, carries 0.749; number 4, O, carries -0.705; number 5, C, carries 0.125; number 6, C, carries -0.231; number 7, C, carries -0.096; number 8, C, carries -0.112; number 9, C, carries -0.158; number 10, C, carries -0.200; number 11, C, carries -0.163; number 12, C, carries -0.247; number 13, C, carries 0.241; number 14, N, carries -0.535; number 15, H, carries 0.263; number 16, H, carries 0.233; number 17, H, carries 0.227; number 18, H, carries 0.233; number 19, H, carries 0.226; number 20, H, carries 0.211; number 21, C, carries -0.415; number 22, N, carries -0.367; number 23, C, carries -0.226; number 24, C, carries -0.228; number 25, N, carries -0.551; number 26, C, carries 0.417; number 27, S, carries 0.063; number 28, H, carries 0.222; number 29, H, carries 0.223; number 30, H, carries 0.234; number 31, H, carries 0.239; number 32, H, carries 0.220; number 33, H, carries 0.229; number 34, H, carries 0.216; number 35, H, carries 0.461; number 36, F, carries -0.309; number 37, C, carries 0.967; number 38, F, carries -0.304; number 39, F, carries -0.308; number 40, C, carries -0.079; number 41, C, carries -0.204; number 42, C, carries 0.058; number 43, N, carries -0.422; number 44, C, carries 0.045; number 45, C, carries -0.167; number 46, H, carries 0.256; number 47, H, carries 0.246; number 48, H, carries 0.229; number 49, H, carries 0.251; number 50, C, carries -0.196; number 51, C, carries -0.150; number 52, C, carries -0.058; number 53, C, carries -0.189; number 54, C, carries -0.205; number 55, C, carries -0.192; number 56, C, carries -0.206; number 57, C, carries -0.194; number 58, H, carries 0.210; number 59, H, carries 0.223; number 60, H, carries 0.224; number 61, H, carries 0.223; number 62, H, carries 0.207

Entry from the Open Molecules 2025 dataset: C28H23FIN3O5Rh as an isolated structure (ωB97M-V/def2-TZVPD).

Values from the calculation:
Orbital gap (spin up / spin down) ... 6.9 / 5.5 eV
Charge ... +1
2S+1 ... 5
Lowest unoccupied orbital energy (spin up / spin down) ... -3.92 / -5.74 eV

Geometry as XYZ:
```
62
C28H23FIN3O5Rh ωB97M-V/def2-TZVPD
Rh -1.7972 -0.8254 -0.2366
C 1.6004 2.9056 -1.7147
C 0.3798 3.3527 -0.9547
N 0.1939 4.6059 -0.6309
C -0.8562 4.9383 0.0945
C -1.9063 4.1014 0.4849
C -3.1232 4.6597 1.3114
O -3.6631 3.7005 2.1470
C -1.9207 2.7978 0.0282
C -3.1601 2.0990 -0.0281
N -3.2966 0.7999 -0.1702
C -4.6643 0.4049 -0.2023
C -5.6818 0.9824 0.6324
C -6.9163 0.4010 0.8574
C -7.3113 -0.7523 0.0512
C -6.4329 -1.1403 -0.9438
C -5.1222 -0.6237 -0.9112
I -3.7660 -1.4868 -2.2318
C -0.6416 2.3579 -0.6478
O -0.4753 1.1407 -1.0335
H 1.1705 2.7708 -2.6617
H 2.0034 1.9520 -1.4039
H 2.3337 3.7714 -1.8904
H -0.8400 5.9619 0.4236
H -3.7995 5.0887 0.6961
H -2.6174 5.4954 1.8767
H -2.9927 3.1780 2.5572
H -4.0773 2.6038 0.0289
H -5.3194 1.8048 1.2367
H -7.6268 0.7615 1.5570
H -8.3024 -1.1696 0.2630
H -6.7044 -1.8689 -1.6873
C 3.9111 -4.9285 -0.9591
C 4.2690 -3.6816 -0.2239
C 5.2825 -2.8951 -0.9431
C 5.6915 -1.7401 -0.0527
C 4.5163 -0.9413 0.2516
C 4.6306 0.3917 0.6085
C 3.5841 1.2545 0.9904
F 3.7364 2.5424 1.2179
C 2.3358 0.6846 1.0642
C 2.1326 -0.7180 0.7016
C 0.7851 -1.2956 0.7200
O -0.2046 -0.5543 1.0729
C 0.7067 -2.6526 0.3331
C 1.8466 -3.3538 -0.0031
N 3.0736 -2.8432 0.0813
C 3.2221 -1.5123 0.3656
C -0.5560 -3.4796 0.4327
O -0.4771 -4.6549 0.6413
O -1.6630 -2.8297 0.2888
H 4.7148 -5.5763 -0.9965
H 3.6073 -4.7952 -1.9842
H 3.2576 -5.5351 -0.3927
H 4.6475 -3.9567 0.7891
H 4.8685 -2.5861 -1.9002
H 6.0143 -3.6766 -1.1401
H 6.4596 -1.0540 -0.5244
H 6.0824 -2.1351 0.8833
H 5.6318 0.8626 0.6391
H 1.5316 1.3491 1.2846
H 1.6948 -4.4581 -0.1433
```

Listed below, in e, are the natural (NBO) charges computed for each atom: number 1, Rh, carries 1.297; number 2, C, carries -0.671; number 3, C, carries 0.286; number 4, N, carries -0.410; number 5, C, carries 0.122; number 6, C, carries -0.035; number 7, C, carries -0.073; number 8, O, carries -0.696; number 9, C, carries -0.126; number 10, C, carries 0.150; number 11, N, carries -0.460; number 12, C, carries 0.013; number 13, C, carries -0.207; number 14, C, carries -0.187; number 15, C, carries -0.156; number 16, C, carries -0.236; number 17, C, carries -0.115; number 18, I, carries 0.257; number 19, C, carries 0.395; number 20, O, carries -0.542; number 21, H, carries 0.248; number 22, H, carries 0.254; number 23, H, carries 0.257; number 24, H, carries 0.209; number 25, H, carries 0.202; number 26, H, carries 0.180; number 27, H, carries 0.482; number 28, H, carries 0.214; number 29, H, carries 0.225; number 30, H, carries 0.235; number 31, H, carries 0.241; number 32, H, carries 0.242; number 33, C, carries -0.630; number 34, C, carries -0.019; number 35, C, carries -0.411; number 36, C, carries -0.433; number 37, C, carries -0.021; number 38, C, carries -0.224; number 39, C, carries 0.393; number 40, F, carries -0.294; number 41, C, carries -0.235; number 42, C, carries -0.138; number 43, C, carries 0.479; number 44, O, carries -0.724; number 45, C, carries -0.326; number 46, C, carries 0.153; number 47, N, carries -0.329; number 48, C, carries 0.229; number 49, C, carries 0.773; number 50, O, carries -0.607; number 51, O, carries -0.796; number 52, H, carries 0.238; number 53, H, carries 0.226; number 54, H, carries 0.227; number 55, H, carries 0.209; number 56, H, carries 0.217; number 57, H, carries 0.238; number 58, H, carries 0.240; number 59, H, carries 0.232; number 60, H, carries 0.231; number 61, H, carries 0.234; number 62, H, carries 0.271